Below is C18H18ClO5Ti as an isolated structure in a non-equilibrium geometry, with properties calculated with ωB97M-V/def2-TZVPD.

CARTESIAN COORDINATES (ANGSTROEM)
C: -4.0261 -0.0514 -0.4212
C: -3.6824 -0.6726 0.8627
C: -2.5183 -0.0174 1.3849
H: -3.9479 -1.7236 1.1020
C: -2.2055 1.1073 0.5374
C: -3.0963 1.0811 -0.5928
H: -3.2065 1.7990 -1.4177
H: -5.0043 -0.0157 -0.9316
H: -2.0484 -0.2698 2.3584
H: -1.5523 1.9609 0.8073
C: -0.6064 -2.7934 -1.5673
C: -1.9093 -2.9121 -2.1508
C: -2.1566 -1.7396 -2.9647
H: -2.5729 -3.6701 -1.7895
C: -0.9586 -0.9359 -2.9435
C: -0.0045 -1.5961 -2.0772
H: 1.0798 -1.3366 -2.0223
H: -0.1816 -3.5144 -0.8588
H: -2.9971 -1.4657 -3.5622
H: -0.8372 -0.0369 -3.5540
Ti: -1.8342 -0.7794 -0.7782
O: 1.6007 0.6169 1.0210
C: 1.6928 0.3879 2.4429
C: 2.2341 1.6769 1.8391
H: 0.7488 0.4653 2.9577
H: 2.4202 -0.3356 2.7827
H: 1.6254 2.5652 1.9906
H: 3.6232 3.8056 2.7264
C: 4.2777 3.0713 2.2440
C: 3.6855 1.8946 1.7062
C: 4.5302 0.9358 1.1079
H: 4.0915 0.0297 0.6787
C: 5.9076 1.1595 1.0170
H: 6.5392 0.4148 0.5233
C: 6.4796 2.3287 1.5463
H: 7.5568 2.4950 1.4777
C: 5.6580 3.2869 2.1654
H: 6.0930 4.2041 2.5850
O: -4.4813 -3.5379 -2.8832
Cl: -5.5962 -2.5829 -2.3699
O: -5.4233 -1.1505 -2.9554
O: -5.6817 -2.5476 -0.7931
O: -3.3150 -1.6013 -1.2314

Results
2S+1 = 2
Net charge = 0
LUMO level (alpha / beta) = -0.062 / -0.060 hartree
Frontier orbital gap (alpha / beta) = 6.13 / 6.18 eV
E = -2382.09495 Eh

=====

Below is one molecule with the formula C18H18F3NO4S2 in a non-equilibrium geometry, with properties calculated with ωB97M-V/def2-TZVPD.

CARTESIAN COORDINATES (ANGSTROEM)
C: -3.2744 -0.9788 3.4496
O: -2.0066 -1.1171 3.2576
C: -1.4773 -1.2200 1.8565
C: -2.2838 -1.5064 0.5768
C: -1.6286 -1.4899 -0.5391
C: -0.2117 -1.2891 -0.7385
O: 0.3275 -1.3881 -1.7699
C: -0.4708 -1.7050 -2.9937
C: 0.5200 -1.3491 0.4112
C: 2.0654 -1.2124 0.4901
S: 2.6875 -0.8176 -1.5439
C: 4.1930 -0.2251 -0.6186
C: 4.0190 -0.1128 0.8046
N: 2.7279 -0.3238 1.1832
S: 1.9224 1.3360 1.0451
O: 3.0090 2.3218 1.1312
O: 1.2618 1.3331 2.4415
C: 0.8334 1.7225 -0.0559
C: 1.2043 1.7246 -1.3980
C: 0.2653 2.0660 -2.2816
C: -1.2352 1.8590 -1.9681
C: -1.4811 1.8727 -0.7552
C: -3.0224 1.5075 -0.3458
F: -3.6512 2.9711 -0.6774
F: -3.6796 0.9490 -1.3461
F: -3.3287 1.4350 0.9917
C: -0.6198 1.7254 0.1432
C: 0.0027 -1.2273 1.6864
H: -3.4913 -0.8802 4.4869
H: -3.6299 -0.3516 2.9044
H: -3.8557 -1.9928 3.0984
H: -3.2590 -1.4270 0.7703
H: -2.2506 -1.7076 -1.3374
H: -1.0283 -0.8045 -2.9840
H: 0.1567 -1.5237 -3.8813
H: -0.9155 -2.4398 -2.9240
H: 2.3726 -2.3022 0.5099
H: 5.0749 -0.8401 -1.1198
H: 4.2821 0.8948 -1.0061
H: 4.5467 0.6814 1.2353
H: 4.4351 -1.1485 1.4229
H: 2.3569 1.9732 -1.4475
H: 0.5509 2.1357 -3.2578
H: -1.7876 2.2006 -2.7240
H: -0.7769 1.6063 1.3103
H: 0.5510 -0.9349 2.5067

Results
2S+1 = 1
Net charge = 0
LUMO level = -0.050 hartree
SMILES = COc1ccc(OC)c([C@H]2SCCN2S(=O)(=O)c2cccc(C(F)(F)F)c2)c1
Frontier orbital gap = 6.49 eV
E = -2147.79124 Eh

=====

Below is a 7-piece molecular cluster, C18H18F7O18 overall in a non-equilibrium geometry, with properties calculated with ωB97M-V/def2-TZVPD.

CARTESIAN COORDINATES (ANGSTROEM)
F: -41.3828 -90.5707 -15.5783
C: -43.0786 -93.3657 -15.6620
C: -41.6574 -93.8723 -16.0580
O: -41.9181 -94.5638 -17.2575
C: -43.1660 -94.4448 -17.6190
O: -43.5627 -94.9039 -18.6677
O: -43.8980 -93.7137 -16.8132
F: -41.2065 -94.6639 -15.0305
H: -43.2380 -92.2693 -15.5746
H: -43.6619 -93.6987 -14.8032
H: -40.9160 -92.9972 -15.9711
C: -40.8119 -86.5625 -17.6764
C: -40.0583 -87.6872 -17.1717
O: -39.5546 -87.1214 -16.0259
C: -39.5445 -85.8067 -16.0257
O: -39.0928 -85.0465 -15.1214
O: -40.1539 -85.4242 -17.1508
F: -39.1455 -88.0483 -18.0993
H: -41.7600 -86.4942 -17.1779
H: -41.0503 -86.5080 -18.5990
H: -40.6429 -88.5826 -16.9795
C: -37.7970 -90.0476 -15.6838
C: -37.9610 -91.1713 -16.8335
O: -37.3993 -92.2418 -16.1795
C: -36.6961 -91.8457 -15.1274
O: -35.9731 -92.5541 -14.4862
O: -36.8178 -90.6182 -14.8225
F: -37.2533 -90.8502 -18.0226
H: -38.6552 -90.1521 -15.0032
H: -37.6144 -89.0692 -16.1185
H: -38.8886 -91.5266 -16.9752
C: -44.1103 -90.2889 -17.8114
C: -43.0150 -90.6175 -18.6876
O: -42.5309 -89.4122 -19.1462
C: -43.3017 -88.5154 -18.8902
O: -43.1762 -87.3943 -19.2438
O: -44.2681 -88.8785 -18.0813
F: -43.4304 -91.4523 -19.6776
H: -43.5568 -90.4301 -16.8670
H: -45.0901 -90.7300 -17.6847
H: -42.3413 -91.1962 -18.1264
C: -39.6617 -91.8737 -13.0186
C: -40.6373 -92.3597 -11.9602
O: -40.1894 -91.7661 -10.7271
C: -39.0562 -91.1380 -10.9797
O: -38.3801 -90.5261 -10.2212
O: -38.5590 -91.3387 -12.2637
F: -40.5588 -93.7118 -12.0124
H: -40.0234 -90.8509 -13.4249
H: -39.2086 -92.5651 -13.5469
H: -41.5819 -92.0569 -12.1602
C: -42.8526 -88.7643 -13.3902
C: -41.4698 -88.0834 -13.3420
O: -41.0182 -88.5660 -12.0971
C: -42.0005 -89.0957 -11.3772
O: -41.8040 -89.4651 -10.2042
O: -43.0418 -89.1877 -12.0969
F: -41.5091 -86.7259 -13.4228
H: -42.6859 -89.6793 -14.0173
H: -43.6892 -88.0562 -13.6146
H: -40.7593 -88.2824 -14.0857

Results
2S+1 = 1
Energy above the lowest of the compared OMol25 structures with the same formula, charge and spin = 0.000 eV
Net charge = -1
LUMO level = 0.078 hartree
Frontier orbital gap = 10.23 eV
E = -2750.11733 Eh

=====

Below is C18H18FIN2Tc as an isolated structure in a non-equilibrium geometry, with properties calculated with ωB97M-V/def2-TZVPD.

CARTESIAN COORDINATES (ANGSTROEM)
C: 2.6940 2.1554 0.9516
C: 2.8257 1.7819 -0.5705
H: 2.8013 3.2478 1.1306
H: 3.5840 1.6907 1.4075
H: 1.9076 1.7652 1.6588
H: 1.9939 1.8758 -1.3250
H: 3.4909 2.5593 -0.9644
H: 3.3883 0.8474 -0.7048
C: -2.5240 1.4782 -0.7273
C: -3.6834 1.1838 -1.4465
C: -3.6229 0.3212 -2.5423
C: -2.3951 -0.2373 -2.8524
H: -2.5049 2.2033 0.0870
H: -4.6143 1.6587 -1.1559
H: -4.5022 0.0754 -3.1408
H: -2.2674 -0.9425 -3.6694
N: -1.3303 0.9220 -1.0197
C: -1.2701 0.0336 -2.0500
C: -0.0661 -0.7768 -2.0844
N: 0.7987 -0.5407 -1.0688
C: 1.7813 -1.4331 -0.8233
C: 1.1237 -2.7786 -2.7241
C: 1.9644 -2.5574 -1.6302
H: 2.4140 -1.1951 0.0364
H: 2.7730 -3.2411 -1.3891
C: 0.1061 -1.8691 -2.9541
H: -0.5959 -1.9852 -3.7716
H: 1.2451 -3.6448 -3.3710
Tc: 0.5228 1.4057 0.1663
I: -0.2195 3.7271 0.9387
F: -1.1597 -2.2036 5.1410
C: -0.7983 -1.3850 4.0969
C: -0.2300 -0.1462 4.3684
C: 0.1059 0.6928 3.2866
C: -0.0879 0.2811 1.9569
C: -0.6982 -0.9506 1.7479
C: -1.0338 -1.8136 2.8018
H: -0.0667 0.1630 5.4006
H: 0.5061 1.6902 3.4824
H: -0.9014 -1.2686 0.7320
H: -1.4547 -2.7902 2.5941

Results
2S+1 = 4
Energy above the lowest of the compared OMol25 structures with the same formula, charge and spin = 0.000 eV
Net charge = +2
LUMO level (alpha / beta) = -0.300 / -0.332 hartree
Frontier orbital gap (alpha / beta) = 7.06 / 6.29 eV
E = -1283.94587 Eh

=====

Below is C18H18FIN2W as an isolated structure in a non-equilibrium geometry, with properties calculated with ωB97M-V/def2-TZVPD.

CARTESIAN COORDINATES (ANGSTROEM)
C: 1.8529 2.0288 1.0962
C: 2.5632 0.8343 0.3753
H: 2.1821 2.9801 0.6790
H: 2.1302 1.9934 2.1557
H: 0.7070 2.0773 1.1068
H: 2.1561 0.4735 -0.6366
H: 3.5495 1.1928 0.0464
H: 2.7349 -0.0166 1.0371
C: -2.6547 0.9546 -0.3083
C: -3.8758 0.8388 -0.9522
C: -4.0116 -0.0497 -2.0270
C: -2.9183 -0.8097 -2.4262
H: -2.4786 1.6251 0.5323
H: -4.7100 1.4470 -0.6041
H: -4.9675 -0.1500 -2.5365
H: -2.9745 -1.5510 -3.2247
N: -1.5703 0.2461 -0.7405
C: -1.6812 -0.6432 -1.7862
C: -0.4931 -1.4287 -2.0193
N: 0.6253 -1.0440 -1.2858
C: 1.7080 -1.9003 -1.2143
C: 0.5807 -3.5090 -2.6132
C: 1.6764 -3.1438 -1.8245
H: 2.5689 -1.5482 -0.6511
H: 2.5368 -3.8023 -1.6836
C: -0.4953 -2.6331 -2.7342
H: -1.3810 -2.8716 -3.3237
H: 0.5648 -4.4758 -3.1088
W: 0.4014 0.6322 -0.0867
I: 0.2167 2.7182 -1.7570
F: -1.7128 -2.3900 5.0392
C: -1.1540 -1.7589 3.9518
C: -0.6719 -0.4647 4.1135
C: -0.1387 0.1919 2.9871
C: -0.1106 -0.4425 1.7306
C: -0.5544 -1.7689 1.6392
C: -1.0970 -2.4457 2.7474
H: -0.7140 0.0309 5.0822
H: 0.2398 1.2096 3.0856
H: -0.4925 -2.3097 0.6942
H: -1.4666 -3.4611 2.6526

Results
2S+1 = 3
Net charge = +2
LUMO level (alpha / beta) = -0.327 / -0.315 hartree
Frontier orbital gap (alpha / beta) = 5.72 / 6.62 eV
E = -1270.22802 Eh